Here is 3 unconnected molecules or ions with the total composition C3H11O2S from the OMol25 dataset. Energies are from the ωB97M-V functional and the def2-TZVPD basis.

Calculated values
- HOMO-LUMO gap (eV) = 6.80
- ΔE to the lowest compared entry with this formula, charge and spin (kcal/mol) = 33.34
- net charge = -1

Cartesian coordinates (Å):
1 C -0.54231 1.35451 1.13245
2 C -0.66306 0.10022 1.94073
3 C 0.46807 -0.93740 1.86205
4 S 0.56629 -1.92091 0.32001
5 H 0.50038 1.70582 1.27181
6 H -1.13608 2.06906 1.71964
7 H -0.85152 1.12800 0.15078
8 H -0.46387 0.58688 2.93976
9 H -1.73652 -0.31818 2.06476
10 H 0.36873 -1.75524 2.65399
11 H 1.33260 -0.19742 1.92684
12 H 1.11688 0.44986 -4.25441
13 H 2.14618 0.57530 -3.22686
14 O 1.84167 1.01323 -3.98368
15 H -0.34136 -1.15706 -1.53190
16 H -1.63923 -1.69624 -2.57023
17 O -0.96685 -1.00043 -2.41573